# 1
# C5H8

The molecule C5H8 at a distorted geometry (ωB97M-V with the def2-TZVPD basis set, OMol25).

Each line ends with the Mulliken charge.
Positions of all 13 atoms, in Å:
1 C 1.8680 0.9721 1.4776  -0.82
2 C 0.6133 0.0490 -0.5196  -0.35
3 C 0.6848 0.6581 0.8693  0.10
4 C -0.3599 -0.5678 -1.1279  -0.01
5 C -1.8488 -0.7042 -0.7262  -0.92
6 H -2.2702 0.1699 -0.0832  0.27
7 H 2.8229 0.5714 1.0430  0.20
8 H -0.2295 0.8163 1.5844  0.18
9 H 1.9460 1.3727 2.4378  0.32
10 H -2.4747 -0.9146 -1.6421  0.29
11 H 1.5287 0.1812 -1.1014  0.29
12 H -0.2161 -0.9536 -2.2002  0.23
13 H -2.0645 -1.6507 -0.0116  0.22

The maximum force is 0.076 hartree/bohr. The spin multiplicity is 1. The SMILES is C=C/C=C\C. As for the total energy: -5312.5715 eV. The gap between HOMO and LUMO is 0.3644 hartree.

=====

# 2
# C5H19NO5

A cluster of 4 separate species, C5H19NO5 in total at a distorted geometry (ωB97M-V with the def2-TZVPD basis set, OMol25).

Each line ends with the Mulliken charge.
Positions of all 30 atoms, in Å:
1 O 1.3406 -0.6934 1.3893  -0.50
2 O 1.3450 2.5523 0.9441  -0.52
3 O -3.0829 0.3053 -1.5993  -0.40
4 O 3.5297 0.5535 -0.4859  -0.64
5 O -1.5737 2.7361 0.3570  -0.65
6 N -1.5555 -0.4513 0.2759  0.11
7 C -2.7964 -0.6459 -0.6190  -0.26
8 C 1.3136 -2.9520 0.3787  -1.29
9 C 0.5758 -1.7214 0.7861  -0.29
10 C -0.3169 -1.0529 -0.3073  0.60
11 C 0.3513 -0.0429 -1.3105  -1.39
12 H -0.1794 0.1117 -2.2663  0.34
13 H -0.1734 -1.9352 1.5326  0.58
14 H 2.3603 -2.7553 0.5633  0.35
15 H 1.0864 -3.1416 -0.7225  0.36
16 H 1.4202 3.0415 1.7434  0.29
17 H 1.1107 -3.7169 1.0762  0.39
18 H -2.9526 1.1346 -1.1745  0.36
19 H 0.7346 0.9306 -0.8337  0.40
20 H 1.9588 1.8941 1.1263  0.29
21 H 1.1826 -0.7549 2.4108  0.34
22 H -1.4384 0.5576 0.4845  0.13
23 H 2.6295 0.3425 -0.2794  0.05
24 H 3.4479 1.4316 -0.9027  0.38
25 H -0.8722 2.1514 -0.0117  0.27
26 H -2.5952 -1.5686 -1.2274  0.33
27 H -1.1887 3.4985 0.6016  0.30
28 H -3.6834 -0.7434 0.0966  0.34
29 H -0.5512 -1.9376 -0.9687  0.29
30 H 1.3585 -0.5216 -1.5889  0.44

The maximum force is 0.125 hartree/bohr. As for the total charge: +1. The spin multiplicity is 2. As for the total energy: -17210.1687 eV. The gap between HOMO and LUMO (spin up / spin down) is 0.4276 / 0.2262 hartree.

=====

# 3
# C6H18FeN3O15

A structure of composition C6H18FeN3O15 at a distorted geometry (ωB97M-V with the def2-TZVPD basis set, OMol25).

Each line ends with the Mulliken charge.
Positions of all 43 atoms, in Å:
1 Fe -0.6047 -2.9454 -2.2952  0.27
2 O -2.4040 1.8151 -2.8818  -0.45
3 O 0.3630 2.9908 -1.9518  -0.48
4 O 2.9549 -1.6120 -2.6221  -0.59
5 O -2.1442 -3.4643 2.3500  -0.51
6 O 0.6234 -0.1975 0.8162  -1.27
7 O -0.2020 -1.2539 -0.7872  0.07
8 O 3.1426 0.2277 1.7197  -0.53
9 O 0.9902 -2.0398 -3.1811  -0.44
10 O 1.5682 -4.8418 0.6783  -0.72
11 O -4.2055 -1.1536 1.5333  -0.61
12 O 1.9147 -0.3343 -3.9474  -0.66
13 O 2.4978 -3.1879 -0.1574  -0.60
14 O 1.1107 2.0493 2.0760  -0.52
15 O -0.6417 0.7481 -0.5344  -0.81
16 O 0.8242 -4.0077 -1.0651  -0.47
17 N 1.6240 -3.9903 -0.1738  1.01
18 N 1.9642 -1.2985 -3.2346  0.94
19 N -0.0323 -0.2758 -0.1958  0.63
20 C 3.3353 1.5917 2.1452  -0.46
21 C -0.3384 3.1851 -3.1312  -0.28
22 C -1.9072 3.1228 -2.9428  -0.55
23 C -2.2790 -2.1446 2.8383  -0.35
24 C 2.2077 2.1726 2.9347  -0.27
25 C -2.7275 -1.2631 1.6138  -0.08
26 H 1.9712 1.6596 3.8668  0.20
27 H -2.2765 -0.2728 1.5499  0.24
28 H -0.1352 4.1974 -3.4808  0.30
29 H 4.3113 1.8313 2.5672  0.38
30 H 2.2263 3.2493 3.1038  0.25
31 H 3.5451 2.1118 1.2106  0.28
32 H 1.0106 1.2067 1.6270  0.69
33 H -2.7368 1.8075 -1.9814  0.30
34 H 0.0731 2.4085 -3.7759  0.22
35 H 0.0150 2.1640 -1.6099  0.38
36 H 2.2359 0.1024 1.4303  0.57
37 H -2.3060 -1.7755 0.7491  0.02
38 H -3.0274 -2.2738 3.6201  0.36
39 H -2.2268 -4.0866 3.0763  0.27
40 H -2.3603 3.7155 -3.7375  0.37
41 H -1.3479 -1.7701 3.2636  0.27
42 H -4.4371 -1.9274 1.0145  0.33
43 H -2.1687 3.7594 -2.0975  0.28

The maximum force is 0.132 hartree/bohr. As for the total charge: -2. The spin multiplicity is 6. As for the total energy: -76070.2476 eV. The gap between HOMO and LUMO (spin up / spin down) is 0.2153 / 0.2641 hartree.

=====

# 4
# C20H47ClNO18P4S

A cluster of 4 separate species, C20H47ClNO18P4S in total at a distorted geometry (ωB97M-V with the def2-TZVPD basis set, OMol25).

Each line ends with the Mulliken charge.
Positions of all 92 atoms, in Å:
1 Cl -7.1277 5.6936 -2.4248  -0.47
2 S -10.0228 1.8323 -2.6986  -0.32
3 P 6.2951 -6.3397 -4.4831  1.01
4 P 3.3153 2.8239 3.7197  1.11
5 P 5.6489 -4.9322 3.3812  1.05
6 P -6.3482 3.6907 -1.7237  0.89
7 O 6.3568 -4.7369 -4.3806  -0.33
8 O 4.9483 -6.8484 -4.9142  -0.64
9 O 5.8885 -5.5971 1.9325  -0.32
10 O 6.1027 -6.4408 -2.8246  -0.16
11 O 4.7550 2.1856 3.1727  -0.37
12 O 7.0847 -6.3278 -5.9525  -0.35
13 O 4.0469 -4.6094 2.9796  -0.36
14 O -1.3379 2.1161 -0.2813  -0.38
15 O 7.1567 -5.5385 3.8305  -0.30
16 O 2.2744 3.9228 4.4345  -0.27
17 O 2.5635 1.5556 4.0159  -0.63
18 O 2.9878 3.4491 2.2785  -0.34
19 O -7.6198 3.0422 -2.7231  -0.45
20 O -10.6308 5.0534 -0.7688  -0.32
21 O -7.4223 3.6663 -0.3448  -0.77
22 O -11.2498 1.8699 0.9280  -0.52
23 O 6.0555 -3.4765 3.4150  -0.59
24 O -1.0348 2.9404 -2.3498  -0.58
25 N -9.0151 2.1479 0.1376  -0.67
26 C -10.1274 2.0215 0.6142  0.70
27 C -1.7660 2.7240 -1.4315  0.19
28 C -9.4354 4.7090 -0.0745  -1.07
29 C -3.2621 3.1077 -1.5504  0.15
30 C -11.2375 6.1982 -0.2027  -0.77
31 C -1.6828 2.8432 0.9033  -0.10
32 C 5.3474 1.1426 3.9529  -0.62
33 C -3.7921 2.9778 -2.9825  -0.61
34 C 2.4877 4.1619 5.8336  -0.74
35 C 3.4010 -3.6156 3.7779  -0.61
36 C 5.6267 -3.9627 -5.3282  -0.64
37 C 7.3759 -5.6755 5.2421  -0.71
38 C 5.6691 -4.8023 0.7692  -0.54
39 C -2.9792 2.3222 1.6089  -1.05
40 C 6.4530 -7.7150 -2.2574  -0.73
41 C 6.9741 -7.4988 -6.7658  -0.64
42 C -5.2157 3.5765 -3.2342  -0.93
43 C -8.7880 3.4221 -0.6091  1.23
44 C 2.7524 2.5653 1.1832  -0.60
45 C -8.8765 3.1597 -2.1600  -0.32
46 H 4.6674 -4.9934 0.3847  0.23
47 H -9.3808 4.0339 -2.6055  0.37
48 H -10.5935 6.6999 0.5285  0.35
49 H -5.5123 4.5076 -0.9157  -0.04
50 H 4.8922 0.1881 3.6951  0.24
51 H -11.5523 6.8987 -0.9864  0.23
52 H 2.3946 1.5892 1.5108  0.31
53 H 7.0118 -8.4056 -6.1654  0.30
54 H -3.4026 1.5528 0.9563  0.32
55 H 6.4087 1.0970 3.7116  0.24
56 H -3.7961 2.4244 -0.8839  0.08
57 H -9.3505 0.6700 -2.5348  0.12
58 H 1.7996 4.9412 6.1530  0.23
59 H 5.7749 -8.4902 -2.6218  0.34
60 H 6.2878 -3.6583 -6.1403  0.24
61 H 6.3959 -5.0921 0.0117  0.17
62 H 3.6711 -2.6259 3.4154  0.22
63 H -8.6955 5.5135 -0.1417  0.49
64 H 8.3481 -6.1401 5.3912  0.24
65 H -2.7931 1.9394 2.6138  0.35
66 H -3.0962 3.5440 -3.6178  0.30
67 H 7.4816 -7.9704 -2.5162  0.37
68 H 5.2323 1.3367 5.0176  0.30
69 H -9.6989 4.6022 0.9964  0.42
70 H -12.1642 5.8576 0.2904  0.25
71 H 2.3244 -3.7455 3.6748  0.25
72 H 6.0419 -7.4662 -7.3272  0.26
73 H -1.8313 3.9086 0.7008  0.33
74 H -5.9005 2.4224 -1.2086  -0.20
75 H 5.2582 -3.0727 -4.8219  0.24
76 H -3.7032 3.1429 1.6491  0.27
77 H 6.6123 -6.3100 5.6942  0.32
78 H -5.7165 2.8920 -3.9298  0.23
79 H 6.3689 -7.6468 -1.1750  0.17
80 H 4.7788 -4.5131 -5.7359  0.34
81 H 3.6766 -3.7151 4.8258  0.30
82 H 7.8079 -7.5016 -7.4673  0.24
83 H 7.3718 -4.6936 5.7217  0.30
84 H 1.9981 3.0137 0.5395  0.21
85 H -3.3467 4.1163 -1.1277  0.37
86 H -3.7001 1.9410 -3.3303  0.31
87 H 3.5088 4.4993 6.0188  0.32
88 H 2.2891 3.2529 6.4066  0.33
89 H -0.8644 2.6923 1.6142  0.26
90 H -5.1362 4.5200 -3.7840  0.41
91 H 5.7819 -3.7366 0.9695  0.34
92 H 3.6718 2.4397 0.6108  0.27

The maximum force is 0.168 hartree/bohr. As for the total charge: -1. The spin multiplicity is 1. As for the total energy: -120358.6525 eV. The gap between HOMO and LUMO is 0.1698 hartree.

=====

# 5
# C29H41BCsN11S5

A structure of composition C29H41BCsN11S5 at a distorted geometry (ωB97M-V with the def2-TZVPD basis set, OMol25).

Each line ends with the Mulliken charge.
Positions of all 88 atoms, in Å:
1 Cs -9.9254 -8.3322 -17.9328  0.92
2 S -12.0418 -10.4775 -15.1225  -0.40
3 S -10.9668 -6.5255 -14.7795  -0.25
4 S -8.8039 -8.5253 -21.0877  -0.61
5 S -16.7535 -15.1276 -24.3496  -0.59
6 S -13.4252 -8.1605 -18.4852  -0.48
7 N -6.8758 -10.0901 -19.8309  -1.18
8 N -13.2935 -8.3806 -13.8672  0.13
9 N -15.2087 -10.2642 -17.7354  0.48
10 N -7.0069 -9.2945 -18.7427  0.68
11 N -12.4240 -4.8198 -16.4045  0.56
12 N -7.3172 -10.5809 -21.9256  -0.49
13 N -7.0921 -7.6985 -16.5415  -0.05
14 N -11.8221 -9.3911 -12.5756  0.79
15 N -13.5995 -6.4959 -15.6057  0.64
16 N -14.7124 -8.8383 -16.0561  0.26
17 N -15.0241 -13.8375 -22.5975  -0.59
18 C -14.4627 -5.6012 -16.1686  -1.13
19 C -5.9751 -6.7121 -14.6212  -0.92
20 C -15.7356 -14.4005 -23.3155  0.19
21 C -11.8300 -2.9250 -17.8495  -2.17
22 C -7.0952 -6.9029 -15.4635  -0.15
23 C -14.4242 -9.1649 -17.3967  -0.01
24 C -13.7517 -11.5031 -19.2940  -1.48
25 C -12.0319 -11.6818 -11.6794  -1.46
26 C -11.3000 -3.8577 -16.7535  1.26
27 C -11.0939 -10.4462 -11.8433  1.10
28 C -9.7855 -10.7659 -12.5766  -1.54
29 C -15.1983 -10.9875 -19.0662  1.21
30 C -13.2855 -7.6766 -12.6909  -1.41
31 C -16.1290 -12.2169 -19.0282  -1.93
32 C -4.7852 -7.4711 -14.9373  -0.30
33 C -15.9553 -10.6298 -16.6162  -0.42
34 C -13.7582 -4.5762 -16.6531  -0.35
35 C -7.6521 -9.8468 -20.8371  0.36
36 C -5.9620 -8.2874 -16.8789  0.77
37 C -15.6273 -10.0292 -20.1506  -1.39
38 C -12.3683 -8.2908 -11.8998  -0.12
39 C -4.8020 -8.1624 -16.1047  -0.69
40 C -5.9199 -9.1381 -18.0504  -0.87
41 C -12.3122 -6.0228 -15.6449  -0.28
42 C -10.9836 -3.0203 -15.5104  -1.61
43 C -10.7834 -10.0154 -10.3646  -1.98
44 C -12.4312 -9.4147 -13.8642  -0.03
45 C -15.6844 -9.7381 -15.6369  -0.99
46 C -10.1671 -4.6736 -17.3907  -0.65
47 B -14.2343 -7.7795 -14.9746  0.25
48 H -5.1371 -9.8158 -18.2747  0.35
49 H -11.6886 -9.7207 -9.8374  0.50
50 H -10.3349 -10.9337 -9.9414  0.47
51 H -11.7145 -2.2190 -15.4493  0.37
52 H -16.7042 -11.3977 -16.6984  0.47
53 H -12.1494 -3.4524 -18.7693  0.42
54 H -15.6517 -10.4659 -21.1648  0.42
55 H -15.8421 -12.8830 -18.2195  0.51
56 H -10.5677 -5.1108 -18.3098  0.37
57 H -16.1361 -9.6404 -14.6605  0.48
58 H -12.7891 -11.4537 -10.9366  0.38
59 H -15.5439 -5.6536 -16.1452  0.48
60 H -5.9633 -5.9671 -13.8873  0.46
61 H -9.1197 -9.9181 -12.5627  0.39
62 H -14.1859 -3.7538 -17.1560  0.44
63 H -11.0458 -3.7376 -14.7168  0.37
64 H -8.1400 -10.5178 -22.5939  0.24
65 H -9.3278 -4.0595 -17.7077  0.39
66 H -9.9294 -11.1081 -13.5993  0.27
67 H -12.0570 -8.0737 -10.9088  0.50
68 H -3.9298 -7.4033 -14.2982  0.44
69 H -15.3517 -7.4468 -14.4603  -0.21
70 H -13.3751 -12.1577 -18.5086  0.39
71 H -15.8122 -12.8268 -19.9250  0.36
72 H -12.6522 -2.3276 -17.5344  0.55
73 H -13.6167 -11.9872 -20.2551  0.46
74 H -16.6126 -9.5597 -19.8806  0.32
75 H -17.2155 -12.0058 -19.0801  0.38
76 H -3.8663 -8.5876 -16.4207  0.34
77 H -13.8290 -6.7827 -12.5860  0.55
78 H -14.9186 -9.1957 -20.2039  0.24
79 H -10.0983 -9.1625 -10.2956  0.37
80 H -7.0528 -11.5177 -21.7756  0.25
81 H -8.0652 -6.4586 -15.2537  0.41
82 H -10.0633 -2.4880 -15.6961  0.40
83 H -11.3482 -12.4619 -11.1778  0.39
84 H -13.0802 -10.6507 -19.2813  0.32
85 H -11.1211 -2.2103 -18.2121  0.43
86 H -9.7968 -5.4728 -16.7330  -0.53
87 H -12.5399 -12.1023 -12.5409  0.28
88 H -9.3235 -11.5601 -12.0149  0.47

The maximum force is 0.082 hartree/bohr. As for the total charge: -2. The spin multiplicity is 1. As for the total energy: -102535.7400 eV. The gap between HOMO and LUMO is 0.1973 hartree.

=====

# 6
# C3H9N2O

The ion C3H9N2O with charge -1 at a distorted geometry (ωB97M-V with the def2-TZVPD basis set, OMol25).

Each line ends with the Mulliken charge.
Positions of all 15 atoms, in Å:
1 O -0.8175 -1.0650 -2.5834  -0.89
2 N -0.0169 -0.2982 -0.5248  -0.14
3 N 0.7937 1.7324 1.8314  -0.59
4 C -1.2360 -0.4735 -1.4870  -0.34
5 C 1.1437 0.3572 1.5322  -0.38
6 C -0.0103 -0.4662 0.9256  -0.72
7 H -1.5755 0.5708 -1.6534  0.15
8 H -0.9618 -0.2062 1.3660  0.47
9 H 2.0105 0.2418 0.8203  0.19
10 H -1.9540 -1.1095 -0.9042  0.14
11 H 0.3305 -1.5109 1.1477  0.23
12 H 0.8976 -0.5005 -0.8950  0.13
13 H -0.0681 1.9746 1.3539  0.23
14 H 1.4176 2.4990 1.6289  0.18
15 H 1.6419 -0.0217 2.4394  0.33

The maximum force is 0.045 hartree/bohr. As for the total charge: -1. The spin multiplicity is 1. The SMILES is NCCNC[O-]. As for the total energy: -8283.2445 eV. The gap between HOMO and LUMO is 0.2346 hartree.